Record 1
# C32H72FN4

A cluster of 5 separate species, C32H72FN4 in total (wB97M-V/def2-TZVPD, OMol25).

The geometry in XYZ format:
```
109
C32H72FN4 wB97M-V/def2-TZVPD
F -0.17020 0.72631 0.19304
C 0.11074 -7.25203 1.90856
C 0.04730 -5.76133 1.58887
C 1.36109 -4.99092 1.32270
N 1.18215 -3.45370 1.20108
C 0.00946 -3.00559 0.22396
C 1.02554 -2.83531 2.55455
C 1.33835 -1.36613 2.33256
C 2.40122 -1.38378 1.22358
C 2.49685 -2.88385 0.73207
H 1.06430 -7.63947 1.54982
H -0.71388 -7.77683 1.42618
H -0.00064 -7.36100 2.98737
H -0.61029 -5.22876 2.27593
H -0.44118 -5.77023 0.61450
H 1.63902 -5.30120 0.31544
H 2.06856 -5.12010 2.14178
H -0.20658 -1.93889 0.16422
H -0.94901 -3.45640 0.48126
H 0.42795 -3.35159 -0.72115
H -0.04407 -2.90509 2.75242
H 1.57307 -3.35096 3.34348
H 0.50119 -0.68295 2.18930
H 1.81620 -0.97282 3.22981
H 2.07871 -0.72046 0.42103
H 3.35150 -0.99218 1.58654
H 2.81332 -3.13500 -0.28029
H 3.23427 -3.39230 1.35318
C -3.74590 -2.78525 -1.40630
C -3.54949 -1.39294 -0.89519
C -4.56231 -0.93700 0.22073
N -4.35184 0.47790 0.94774
C -4.42321 1.68602 -0.02377
C -2.89810 0.53283 1.59059
C -3.12719 0.07754 2.95850
C -4.62197 -0.03316 3.29057
C -5.33684 0.64130 2.15198
H -3.20044 -3.04359 -2.31396
H -4.83064 -2.87469 -1.46480
H -3.52060 -3.47592 -0.59370
H -3.43500 -0.65250 -1.68685
H -2.61136 -1.57890 -0.37228
H -4.56902 -1.80208 0.88383
H -5.55269 -0.80859 -0.21604
H -3.64084 1.55418 -0.77117
H -4.14327 2.52930 0.60758
H -5.46506 1.73214 -0.34081
H -2.43351 1.51881 1.58131
H -2.31368 -0.16885 0.99545
H -2.73077 0.80655 3.66525
H -2.48467 -0.79078 3.10438
H -4.64874 0.64427 4.14408
H -5.01564 -1.00776 3.57915
H -5.34976 1.73011 2.20126
H -6.35629 0.41503 1.83956
C 5.26191 -0.91292 -3.13614
C 3.83584 -0.56305 -2.80567
C 3.02416 0.07406 -3.95428
N 1.53100 0.44544 -3.56394
C 1.49258 1.77946 -2.76819
C 0.72814 0.44183 -4.85939
C -0.72716 0.20357 -4.47895
C -0.62816 -0.56474 -3.12170
C 0.86298 -0.73332 -2.88354
H 5.54396 -0.27968 -3.97731
H 5.23924 -1.98838 -3.31210
H 5.97695 -0.60237 -2.37431
H 3.94695 0.18974 -2.02524
H 3.42294 -1.45296 -2.33062
H 3.03645 -0.68729 -4.73421
H 3.50014 1.01617 -4.22629
H 2.07775 1.67157 -1.85494
H 0.44418 1.90779 -2.49892
H 1.85688 2.54170 -3.45694
H 0.83989 1.34131 -5.46483
H 1.05063 -0.27231 -5.61709
H -1.27001 1.14657 -4.54338
H -1.20739 -0.50032 -5.15866
H -1.00264 0.02043 -2.28180
H -0.97646 -1.59734 -3.09871
H 1.02260 -0.77936 -1.80627
H 1.16432 -1.64139 -3.40574
C -1.19010 4.95684 -0.85106
C 0.28207 5.13670 -0.48483
C 0.74015 3.80841 0.21493
N 1.91286 3.88267 1.23920
C 3.18197 4.42340 0.51138
C 2.20346 2.50723 1.81858
C 1.19695 2.40508 2.96253
C 0.89570 3.79360 3.43367
C 1.62223 4.77841 2.41643
H -1.54785 5.90561 -1.25101
H -1.68537 4.58309 0.04510
H -1.19109 4.17040 -1.60578
H 0.45378 6.01478 0.13774
H 0.87783 5.18888 -1.39612
H 1.12931 3.06834 -0.48432
H -0.04518 3.28279 0.75813
H 4.03829 4.22851 1.15701
H 3.04988 5.46743 0.22737
H 3.35969 3.85875 -0.40386
H 3.19370 2.45543 2.27117
H 2.31217 1.77179 1.02145
H 1.54019 1.83980 3.82900
H 0.26476 1.87695 2.76206
H 1.27425 3.84223 4.45467
H -0.14417 4.11547 3.37747
H 2.59714 5.08147 2.79827
H 1.14409 5.66063 1.99079
```

Computed properties:
Electronic energy   -1580.52940 a.u.
Frontier orbital gap (spin up / spin down)   2.227 / 9.656 eV
Charge   +2
Spin multiplicity   2
LUMO energy (spin up / spin down)   -3.82 / -3.99 eV
E_HOMO (spin up / spin down)   -6.046 / -13.649 eV

Atomic partial charges in e from the Löwdin method, atoms 1 to 8: -0.5790 -0.0830 -0.2599 -0.1076 -0.2425 0.0213 -0.1305 -0.1746


Record 2
# C4H6ClN

A cluster of 2 separate species, C4H6ClN in total (wB97M-V/def2-TZVPD, OMol25).

The geometry in XYZ format:
```
12
C4H6ClN wB97M-V/def2-TZVPD
C -0.12910 0.85099 0.76810
C -0.29455 -0.42859 0.81033
C 0.01734 2.21483 0.32882
C -0.32733 -2.34886 -0.45843
N -0.16391 0.16320 2.12714
Cl 1.39324 0.12880 2.95613
H -0.76196 2.62570 -0.36089
H 0.94630 2.41375 -0.00243
H 0.00041 2.82204 1.31617
H -1.40533 -2.11184 -0.42335
H 0.00494 -2.84096 0.38759
H 0.09223 -2.27787 -1.52769
```

Computed properties:
Electronic energy   -670.68453 a.u.
Frontier orbital gap (spin up / spin down)   7.725 / 7.727 eV
Energy relative to the best compared isomer or geometry (same formula, charge and spin)   7.186 eV
Charge   0
Spin multiplicity   1
LUMO energy (spin up / spin down)   -0.54 / -0.54 eV
E_HOMO (spin up / spin down)   -8.263 / -8.263 eV

Atomic partial charges in e from the Löwdin method, atoms 1 to 8: -0.3164 -0.0735 -0.0471 0.1480 -0.4486 0.4389 0.1041 0.0299


Record 3
# C21H25F3N5O

A cluster of 2 separate species, C21H25F3N5O in total (wB97M-V/def2-TZVPD, OMol25).

The geometry in XYZ format:
```
55
C21H25F3N5O wB97M-V/def2-TZVPD
C 0.42010 -3.23496 2.51529
C -0.98547 -3.17049 1.88612
C -1.10057 -4.36324 0.94017
C -2.02949 -3.32705 2.99439
C -1.26194 -1.82012 1.15212
C -1.93527 -1.71896 -0.04063
C -2.08138 -0.48627 -0.77993
C -2.75660 -0.45856 -2.05171
C -2.05317 0.28723 -3.12293
F -2.61751 0.09440 -4.35542
F -2.03119 1.67239 -2.91503
F -0.71907 -0.04911 -3.32539
C -1.46657 0.66482 -0.16686
C -1.02219 0.70647 1.12953
C -0.70440 2.04233 1.86986
C -1.79207 2.24488 2.93241
C -0.75468 3.21183 0.89282
C 0.68546 2.02547 2.53176
C -0.93080 -0.56374 1.86879
O -0.62474 -0.56063 3.08344
H 0.57067 -2.42429 3.23976
H 0.51504 -4.20092 3.03194
H 1.18890 -3.19242 1.73374
H -2.11123 -4.43115 0.52022
H -0.35303 -4.29155 0.13769
H -0.90110 -5.27346 1.52190
H -3.03067 -3.32610 2.55345
H -1.88294 -4.28175 3.50789
H -1.94609 -2.51011 3.71746
H -2.32044 -2.61165 -0.54426
H -3.36169 -1.34567 -2.34765
H -1.39892 1.54940 -0.78810
H -1.76057 1.43826 3.67051
H -1.65821 3.20185 3.44292
H -2.77146 2.24799 2.43933
H -0.01577 3.07912 0.09354
H -1.76284 3.30479 0.47267
H -0.52014 4.14139 1.42254
H 1.46689 1.89545 1.77064
H 0.85639 2.98257 3.03857
H 0.75627 1.22086 3.27197
N -8.79515 2.47655 -2.96012
C -8.08213 1.52124 -2.34858
N -8.62725 0.62716 -1.52599
C -7.81429 -0.33123 -0.99531
N -6.47062 -0.51984 -1.16387
C -5.87272 0.33682 -1.96732
C -6.66381 1.42917 -2.61337
N -5.90481 2.02990 -3.53817
C -4.68368 1.39849 -3.44091
N -4.59770 0.40452 -2.50501
H -8.34913 3.10252 -3.60852
H -9.78300 2.52502 -2.77843
H -8.31708 -1.05079 -0.34089
H -3.90624 1.71090 -4.09199
```

Computed properties:
Electronic energy   -1463.89209 a.u.
Frontier orbital gap   6.854 eV
Charge   -1
Spin multiplicity   1
LUMO energy   2.27 eV
E_HOMO   -4.586 eV

Atomic partial charges in e from the Löwdin method, atoms 1 to 8: -0.0583 -0.5511 -0.0812 -0.0552 -0.0720 0.0205 -0.1874 0.0464


Record 4
# C3H5FN2

An isolated molecule of C3H5FN2 (wB97M-V/def2-TZVPD, OMol25).

The geometry in XYZ format:
```
11
C3H5FN2 wB97M-V/def2-TZVPD
F 0.61889 -0.69138 -1.92915
N -0.20325 -0.93045 -0.77390
C -0.85076 0.59121 -0.50312
C -0.07731 1.08821 0.64647
N 0.74944 0.24920 1.14150
C 0.69743 -1.03453 0.48122
H -1.93490 0.54160 -0.44298
H -0.79350 1.23357 -1.38332
H -0.27813 2.07643 1.12008
H 1.71709 -1.41320 0.32685
H 0.35499 -1.71066 1.31634
```

Computed properties:
SMILES   FN1CC=NC1
Electronic energy   -326.56490 a.u.
Frontier orbital gap   10.847 eV
Energy relative to the best compared isomer or geometry (same formula, charge and spin)   2.862 eV
Charge   0
Spin multiplicity   1
LUMO energy   1.01 eV
E_HOMO   -9.841 eV

Atomic partial charges in e from the Löwdin method, atoms 1 to 8: -0.1247 -0.0126 -0.0815 -0.1747 0.0253 -0.1953 0.0997 0.1025


Record 5
# C11H9AsIMnNO10SSe

A structure of composition C11H9AsIMnNO10SSe (wB97M-V/def2-TZVPD, OMol25).

The geometry in XYZ format:
```
36
C11H9AsIMnNO10SSe wB97M-V/def2-TZVPD
Mn 0.84814 -0.58105 -0.18987
O 1.37805 0.44582 2.49325
As 2.73358 1.89339 -1.14754
O 3.14204 1.18092 -2.53819
O 2.32099 -0.33067 0.17077
C 0.75527 2.39380 -1.32717
C 0.77669 3.75508 -1.03346
C -0.29798 4.59776 -1.30376
C -1.44922 4.08669 -1.87338
C -1.52914 2.72730 -2.14698
C -0.44662 1.91042 -1.87160
S -0.78178 0.18165 -1.96759
O 0.54589 -0.53355 -2.09673
O -1.75408 -0.12266 -2.95032
O -1.12156 -0.18460 -0.54447
H 0.85234 0.73540 3.27942
H 1.66174 4.19815 -0.58161
H -0.22532 5.64988 -1.06198
H -2.29471 4.72728 -2.08353
H -2.43519 2.29473 -2.54950
O -2.25442 -0.42019 2.23667
Se -1.39445 0.93079 2.33492
O -0.74792 1.27104 3.77609
O 0.32347 0.33300 1.54239
O -1.81072 2.17851 1.42804
I 2.93685 -5.85002 1.04349
C 1.30727 -4.57051 0.92315
C 0.03070 -4.98906 1.27450
C -1.01332 -4.08825 1.17967
C -0.77048 -2.80170 0.73856
N 0.46541 -2.41389 0.39629
C 1.49209 -3.27580 0.48778
H -0.13995 -6.00024 1.61829
H -2.02034 -4.36704 1.45375
H -1.54956 -2.05926 0.68251
H 2.46624 -2.90309 0.20813
```

Computed properties:
Electronic energy   -7715.51018 a.u.
Frontier orbital gap (spin up / spin down)   7.679 / 7.878 eV
Energy relative to the best compared isomer or geometry (same formula, charge and spin)   3.948 eV
Charge   0
Spin multiplicity   2
LUMO energy (spin up / spin down)   -2.03 / -1.82 eV
E_HOMO (spin up / spin down)   -9.706 / -9.699 eV

Atomic partial charges in e from the Löwdin method, atoms 1 to 8: 0.7546 -0.0653 1.2255 -0.5791 -0.3097 -0.3401 -0.1621 -0.0505


Record 6
# C2H6N3

A structure of composition C2H6N3 (wB97M-V/def2-TZVPD, OMol25).

The geometry in XYZ format:
```
11
C2H6N3 wB97M-V/def2-TZVPD
C -0.54114 -1.26763 -0.06215
C -0.31455 1.21436 -0.00643
N 2.81860 0.05403 0.05494
N 1.79356 -0.02660 0.39375
N 0.12084 -0.01774 -0.45087
H 0.02229 -2.14946 -0.09798
H -0.96778 -1.17961 0.95918
H -1.37385 -1.42178 -0.74128
H -0.86545 1.37816 0.88471
H 0.46698 2.04403 -0.18663
H -1.15951 1.37224 -0.74724
```

Computed properties:
Electronic energy   -243.67645 a.u.
Frontier orbital gap   8.973 eV
Energy relative to the best compared isomer or geometry (same formula, charge and spin)   4.313 eV
Charge   +1
Spin multiplicity   1
LUMO energy   -7.79 eV
E_HOMO   -16.759 eV

Atomic partial charges in e from the Löwdin method, atoms 1 to 8: -0.0227 -0.1032 0.2557 0.0917 0.0109 0.0873 0.1195 0.1327


Repeat the sixth record exactly.
# C2H6N3

A structure of composition C2H6N3 (wB97M-V/def2-TZVPD, OMol25).

The geometry in XYZ format:
```
11
C2H6N3 wB97M-V/def2-TZVPD
C -0.54114 -1.26763 -0.06215
C -0.31455 1.21436 -0.00643
N 2.81860 0.05403 0.05494
N 1.79356 -0.02660 0.39375
N 0.12084 -0.01774 -0.45087
H 0.02229 -2.14946 -0.09798
H -0.96778 -1.17961 0.95918
H -1.37385 -1.42178 -0.74128
H -0.86545 1.37816 0.88471
H 0.46698 2.04403 -0.18663
H -1.15951 1.37224 -0.74724
```

Computed properties:
Electronic energy   -243.67645 a.u.
Frontier orbital gap   8.973 eV
Energy relative to the best compared isomer or geometry (same formula, charge and spin)   4.313 eV
Charge   +1
Spin multiplicity   1
LUMO energy   -7.79 eV
E_HOMO   -16.759 eV

Atomic partial charges in e from the Löwdin method, atoms 1 to 8: -0.0227 -0.1032 0.2557 0.0917 0.0109 0.0873 0.1195 0.1327